Entry 1:
Density functional theory data (the ωB97M-V functional and the def2-TZVPD basis) for a structure of composition C38H64Ge2N2PtSi4Te at a distorted geometry.

- HOMO (alpha / beta) (Eh) = -0.25675 / -0.25682
- energy (Eh) = -7295.04515
- frontier orbital gap (alpha / beta) (eV) = 5.226 / 5.229
- maximum force (eV/A) = 1.12
- relative energy (zero: lowest compared OMol25 entry of this formula, charge and spin) (kJ/mol) = 21.5

ORCA input file:
```
! wB97M-V def2-TZVPD RIJCOSX def2/J DEFGRID3
* xyz 0 1
Pt -0.533 -0.667 0.497
C 3.698 -2.876 0.037
C 2.885 -1.630 -0.325
Ge 2.554 -0.415 1.202
C 4.169 0.670 1.498
C 5.490 -0.083 1.348
C 2.353 -1.591 2.748
C 1.246 -2.094 3.310
Ge -0.596 -1.522 2.820
C -1.878 -3.006 3.012
C -2.285 -3.383 4.437
C -1.200 0.008 3.922
C -0.938 0.010 5.426
C 1.404 -3.172 4.331
C 2.140 -4.315 4.009
C 2.335 -5.325 4.940
C 1.799 -5.212 6.215
C 1.060 -4.085 6.545
C 0.856 -3.083 5.608
H 3.818 -3.535 -0.825
H 3.201 -3.450 0.822
H 4.696 -2.628 0.402
H 1.923 -1.935 -0.737
H 3.381 -1.063 -1.119
H 4.084 1.097 2.502
H 4.135 1.516 0.805
H 5.546 -0.943 2.018
H 6.344 0.559 1.573
H 5.621 -0.454 0.330
H 3.299 -1.953 3.161
H -1.484 -3.871 2.474
H -2.767 -2.697 2.458
H -1.459 -3.812 4.999
H -3.091 -4.120 4.422
H -2.651 -2.517 4.992
H -2.271 0.117 3.727
H -0.730 0.886 3.478
H -1.404 -0.836 5.932
H -1.334 0.919 5.885
H 0.133 -0.020 5.641
H 2.554 -4.408 3.013
H 2.907 -6.203 4.666
H 1.953 -5.997 6.943
H 0.638 -3.985 7.537
H 0.274 -2.215 5.880
C -3.574 3.767 2.316
C -4.516 2.753 2.187
C -4.152 1.515 1.688
C -2.830 1.296 1.317
C -1.885 2.294 1.447
C -2.261 3.533 1.945
N -2.443 0.011 0.780
N -3.400 -0.732 0.470
C -3.055 -1.969 -0.016
C -4.065 -2.858 -0.402
C -3.694 -4.102 -0.859
C -2.333 -4.432 -0.922
C -1.350 -3.534 -0.539
C -1.692 -2.268 -0.066
H -3.868 4.732 2.706
H -5.542 2.925 2.483
H -4.878 0.722 1.587
H -0.870 2.086 1.160
H -1.518 4.313 2.045
H -5.102 -2.556 -0.333
H -4.442 -4.819 -1.166
H -2.044 -5.414 -1.279
H -0.307 -3.825 -0.605
C 3.099 2.064 -1.917
Si 2.310 1.966 -3.617
C 2.680 3.555 -4.555
C 3.022 0.503 -4.547
Si -0.007 1.724 -3.421
Te -0.409 -0.459 -2.223
Si -0.969 1.268 -5.511
C -0.526 -0.462 -6.074
C -0.348 2.497 -6.790
C -2.836 1.406 -5.372
Si -1.024 3.585 -2.448
C 0.004 4.234 -1.019
C -2.764 3.148 -1.914
C -1.112 4.931 -3.759
H 4.187 2.141 -2.011
H 2.875 1.166 -1.335
H 2.745 2.927 -1.350
H 3.751 3.639 -4.760
H 2.385 4.429 -3.969
H 2.151 3.597 -5.508
H 4.115 0.545 -4.532
H 2.702 0.500 -5.591
H 2.714 -0.443 -4.096
H 0.554 -0.626 -6.071
H -0.889 -0.622 -7.093
H -0.979 -1.216 -5.429
H 0.702 2.315 -7.029
H -0.443 3.532 -6.456
H -0.920 2.389 -7.716
H -3.211 0.812 -4.535
H -3.315 1.043 -6.285
H -3.150 2.442 -5.220
H 0.201 3.462 -0.275
H -0.513 5.062 -0.526
H 0.966 4.606 -1.379
H -2.766 2.330 -1.198
H -3.366 2.843 -2.773
H -3.251 4.008 -1.443
H -0.126 5.170 -4.163
H -1.530 5.847 -3.333
H -1.753 4.629 -4.590
C 0.959 0.715 1.034
H 0.884 1.199 2.012
H 1.151 1.484 0.280
*
```


Entry 2:
Density functional theory data (the ωB97M-V functional and the def2-TZVPD basis) for a structure of composition C38H65N3O16 at a distorted geometry.

- HOMO (Eh) = -0.23400
- energy (Eh) = -2853.28844
- frontier orbital gap (eV) = 5.384
- maximum force (eV/A) = 17.62
- relative energy (zero: lowest compared OMol25 entry of this formula, charge and spin) (kJ/mol) = 3215.7

ORCA input file:
```
! wB97M-V def2-TZVPD RIJCOSX def2/J DEFGRID3
* xyz 0 1
C -12.939 -16.934 16.010
C -12.552 -17.213 17.242
C -11.249 -17.640 17.435
C -10.449 -18.088 16.340
C -10.964 -17.912 15.047
C -12.221 -17.361 14.897
N -9.231 -18.877 16.663
O -8.897 -19.100 17.829
O -8.751 -19.460 15.668
H -13.916 -16.509 15.833
H -13.172 -16.839 18.043
H -10.838 -17.601 18.433
H -10.490 -18.352 14.182
H -12.570 -16.983 13.947
C -1.627 -14.643 18.932
C -2.744 -15.392 18.639
C -3.737 -15.588 19.553
C -3.667 -14.793 20.815
C -2.534 -14.093 21.123
C -1.511 -14.027 20.205
N -4.827 -14.803 21.751
O -4.631 -14.441 22.878
O -5.894 -15.211 21.347
H -0.874 -14.526 18.166
H -2.678 -15.845 17.661
H -4.666 -16.043 19.244
H -2.526 -13.575 22.070
H -0.686 -13.346 20.355
C -8.154 -14.037 22.186
C -7.462 -13.313 23.178
C -7.965 -13.177 24.440
C -9.171 -13.737 24.841
C -9.934 -14.361 23.853
C -9.455 -14.423 22.503
N -9.567 -13.524 26.255
O -10.680 -13.821 26.525
O -8.785 -13.068 27.067
H -7.792 -14.320 21.208
H -6.494 -12.985 22.829
H -7.378 -12.607 25.146
H -10.996 -14.537 23.939
H -10.038 -15.029 21.826
C -7.649 -20.470 19.841
O -7.079 -20.493 21.074
C -7.981 -20.290 22.212
C -9.215 -21.236 22.292
O -10.177 -21.140 21.243
C -11.257 -22.092 21.108
H -8.189 -21.403 19.682
H -6.880 -20.436 19.068
H -8.364 -19.649 19.789
H -8.345 -19.286 21.996
H -7.543 -20.321 23.210
H -9.764 -21.004 23.204
H -8.922 -22.285 22.334
H -12.051 -21.830 21.808
H -10.886 -23.096 21.311
H -11.555 -22.008 20.063
C -8.537 -16.497 17.152
O -7.698 -17.597 17.236
C -7.521 -18.130 18.534
C -6.651 -17.298 19.471
O -7.285 -16.558 20.486
C -6.760 -16.317 21.755
H -8.160 -15.614 17.670
H -9.464 -16.656 17.702
H -8.688 -16.213 16.111
H -7.006 -19.090 18.500
H -8.427 -18.462 19.041
H -6.192 -16.512 18.872
H -5.827 -17.829 19.949
H -6.808 -15.240 21.916
H -5.720 -16.554 21.980
H -7.350 -16.830 22.515
C -11.596 -12.665 13.522
O -11.274 -13.971 13.685
C -10.314 -14.269 14.686
C -10.018 -15.786 14.761
O -9.311 -16.242 13.563
C -7.953 -16.014 13.246
H -11.759 -12.145 14.466
H -12.607 -12.649 13.114
H -11.015 -12.219 12.715
H -10.563 -13.935 15.693
H -9.393 -13.711 14.519
H -10.813 -16.512 14.934
H -9.270 -15.805 15.554
H -7.608 -16.666 12.443
H -7.211 -16.099 14.040
H -7.841 -14.987 12.897
C -11.776 -19.824 20.580
O -11.304 -18.546 20.715
C -9.918 -18.328 20.938
C -9.791 -16.728 20.827
O -10.269 -16.149 22.060
C -11.665 -16.208 22.378
H -11.284 -20.389 19.789
H -12.852 -19.900 20.424
H -11.724 -20.335 21.541
H -9.295 -18.690 20.120
H -9.680 -18.612 21.963
H -10.273 -16.382 19.913
H -8.737 -16.504 20.661
H -11.902 -15.334 22.985
H -11.949 -17.177 22.787
H -12.151 -16.078 21.411
C -1.688 -20.759 16.503
O -2.923 -20.038 16.334
C -2.906 -18.883 17.024
C -4.108 -18.113 16.504
O -4.089 -16.741 17.111
C -5.341 -16.117 17.175
H -0.932 -20.296 15.868
H -1.912 -21.791 16.231
H -1.307 -20.789 17.524
H -1.991 -18.323 16.834
H -2.955 -19.075 18.096
H -4.973 -18.633 16.915
H -4.117 -18.183 15.417
H -5.793 -16.099 16.183
H -5.208 -15.046 17.329
H -5.948 -16.688 17.877
*
```


Entry 3:
Density functional theory data (the ωB97M-V functional and the def2-TZVPD basis) for a structure of composition C38H66AgN4O2.

- HOMO (Eh) = -0.15021
- energy (Eh) = -2004.13284
- frontier orbital gap (eV) = 6.686
- maximum force (eV/A) = 0.39
- relative energy (zero: lowest compared OMol25 entry of this formula, charge and spin) (kJ/mol) = 37.9

ORCA input file:
```
! wB97M-V def2-TZVPD RIJCOSX def2/J DEFGRID3
* xyz -1 1
Ag 1.331 -0.579 -0.574
C 1.711 -3.547 -1.980
N 1.027 -2.329 -2.379
C 1.554 -1.806 -3.628
C -0.420 -2.474 -2.460
C -1.086 -2.824 -1.131
N -0.728 -1.921 -0.046
C -1.689 -0.839 0.199
C -2.277 -0.161 -1.012
C -3.630 -0.350 -1.244
C -4.312 0.250 -2.294
C -3.567 1.113 -3.091
C -2.215 1.375 -2.897
C -1.490 0.670 -1.874
O -0.199 0.742 -1.772
C -1.472 2.337 -3.827
C -2.412 3.181 -4.696
C -0.610 3.313 -3.016
C -0.565 1.529 -4.766
C -5.797 -0.038 -2.518
C -6.359 0.719 -3.722
C -6.605 0.376 -1.279
C -6.004 -1.540 -2.769
C -0.411 -2.620 1.206
C 0.441 -1.847 2.173
C -0.106 -1.228 3.290
C 0.684 -0.563 4.221
C 2.072 -0.623 4.024
C 2.674 -1.244 2.943
C 1.840 -1.799 1.911
O 2.314 -2.249 0.796
C 4.194 -1.400 2.825
C 4.530 -2.897 2.739
C 4.718 -0.691 1.568
C 4.949 -0.835 4.033
C 0.117 0.200 5.420
C 0.693 -0.361 6.729
C 0.490 1.687 5.307
C -1.407 0.104 5.495
H 1.473 -4.393 -2.651
H 2.787 -3.376 -1.998
H 1.458 -3.807 -0.953
H 1.353 -2.475 -4.483
H 1.103 -0.834 -3.831
H 2.635 -1.678 -3.546
H -0.817 -1.530 -2.834
H -0.694 -3.262 -3.188
H -2.170 -2.852 -1.301
H -0.794 -3.838 -0.846
H -2.534 -1.240 0.789
H -1.187 -0.110 0.840
H -4.165 -1.009 -0.563
H -4.073 1.623 -3.898
H -3.170 3.687 -4.091
H -1.826 3.943 -5.214
H -2.921 2.588 -5.462
H -1.225 3.864 -2.294
H 0.148 2.769 -2.470
H -0.134 4.042 -3.680
H -1.158 0.836 -5.370
H -0.010 2.192 -5.440
H 0.150 0.956 -4.177
H -6.274 1.801 -3.591
H -5.838 0.445 -4.643
H -7.419 0.478 -3.849
H -6.487 1.445 -1.086
H -7.671 0.164 -1.420
H -6.268 -0.162 -0.391
H -5.451 -1.856 -3.657
H -5.646 -2.133 -1.925
H -7.065 -1.766 -2.920
H -1.345 -2.931 1.710
H 0.145 -3.519 0.939
H -1.184 -1.276 3.414
H 2.705 -0.163 4.772
H 4.029 -3.348 1.882
H 5.612 -3.030 2.636
H 4.209 -3.408 3.651
H 4.222 -1.079 0.678
H 4.539 0.382 1.645
H 5.799 -0.840 1.465
H 4.649 -1.332 4.960
H 6.021 -0.993 3.894
H 4.789 0.241 4.152
H 1.779 -0.264 6.758
H 0.282 0.172 7.593
H 0.449 -1.421 6.828
H 1.573 1.821 5.264
H 0.064 2.116 4.396
H 0.109 2.250 6.166
H -1.738 -0.932 5.599
H -1.771 0.663 6.361
H -1.876 0.524 4.602
N 4.322 1.164 -1.976
C 4.125 2.214 -0.969
C 2.716 2.801 -0.915
C 2.327 3.414 0.430
C 2.107 2.390 1.545
N 1.119 1.375 1.183
H 3.785 0.346 -1.702
H 3.925 1.465 -2.860
H 4.849 3.012 -1.167
H 4.401 1.789 -0.001
H 1.994 2.022 -1.162
H 2.619 3.566 -1.693
H 1.405 3.994 0.306
H 3.093 4.126 0.756
H 1.835 2.925 2.465
H 3.041 1.873 1.763
H 0.237 1.793 0.905
H 0.948 0.756 1.970
*
```


Entry 4:
Density functional theory data (the ωB97M-V functional and the def2-TZVPD basis) for a cluster of 11 separate species, C38H66B3F18N12O6S2 in total at a distorted geometry.

- HOMO (alpha / beta) (Eh) = -0.32500 / -0.32484
- energy (Eh) = -5264.47145
- frontier orbital gap (alpha / beta) (eV) = 3.408 / 3.284
- maximum force (eV/A) = 5.39

ORCA input file:
```
! wB97M-V def2-TZVPD RIJCOSX def2/J DEFGRID3
* xyz 2 2
C 16.682 14.839 -5.249
C 16.881 14.493 -3.766
N 16.405 15.600 -2.987
C 17.135 16.702 -2.580
C 16.311 17.559 -1.852
N 15.050 17.025 -1.903
C 15.050 15.868 -2.680
C 13.859 17.571 -1.262
H 17.242 15.741 -5.497
H 15.652 15.104 -5.487
H 17.050 14.014 -5.858
H 17.959 14.401 -3.635
H 16.349 13.578 -3.508
H 18.177 16.724 -2.861
H 16.514 18.561 -1.503
H 14.185 15.287 -2.962
H 13.004 17.044 -1.685
H 13.763 18.654 -1.342
H 13.866 17.303 -0.206
C 13.244 12.306 -4.406
C 12.268 12.252 -5.594
N 10.879 12.166 -5.221
C 10.444 12.375 -3.940
C 9.097 12.228 -3.971
N 8.658 12.164 -5.336
C 9.823 11.959 -6.060
C 7.330 12.006 -5.974
H 13.099 13.242 -3.866
H 14.276 12.179 -4.733
H 13.000 11.492 -3.723
H 12.478 11.358 -6.181
H 12.329 13.059 -6.324
H 11.128 12.572 -3.128
H 8.314 12.305 -3.232
H 9.866 11.778 -7.124
H 7.464 11.592 -6.973
H 6.874 12.996 -6.000
H 6.667 11.367 -5.391
C 22.899 11.139 -5.767
C 23.631 11.574 -4.497
N 23.054 10.896 -3.330
C 23.686 10.301 -2.248
C 22.671 9.805 -1.387
N 21.426 10.113 -1.902
C 21.724 10.842 -3.060
C 20.129 9.880 -1.280
H 21.868 11.485 -5.834
H 22.940 10.054 -5.867
H 23.321 11.474 -6.715
H 23.498 12.634 -4.276
H 24.704 11.394 -4.562
H 24.758 10.198 -2.169
H 22.765 9.300 -0.437
H 21.006 11.161 -3.800
H 20.203 9.556 -0.242
H 19.713 9.124 -1.946
H 19.550 10.803 -1.303
C 25.310 16.178 -7.003
C 24.414 14.978 -7.014
N 24.903 13.862 -7.750
C 26.026 13.087 -7.523
C 26.125 12.129 -8.581
N 24.990 12.327 -9.350
C 24.265 13.343 -8.779
C 24.596 11.566 -10.521
H 25.577 16.549 -7.993
H 26.264 15.967 -6.520
H 24.904 17.026 -6.451
H 23.453 15.322 -7.397
H 24.174 14.627 -6.011
H 26.727 13.317 -6.735
H 26.813 11.372 -8.928
H 23.343 13.694 -9.216
H 25.338 11.805 -11.283
H 23.559 11.841 -10.716
H 24.644 10.520 -10.216
C 14.263 15.626 -8.696
C 12.949 15.000 -9.235
N 12.790 14.835 -10.675
C 12.786 15.792 -11.611
C 12.754 15.179 -12.891
N 12.781 13.751 -12.682
C 12.822 13.577 -11.293
C 12.870 12.684 -13.655
H 14.654 16.447 -9.296
H 14.994 14.820 -8.633
H 14.173 16.015 -7.682
H 12.056 15.586 -9.019
H 12.724 14.047 -8.755
H 12.804 16.807 -11.242
H 12.864 15.588 -13.885
H 13.038 12.611 -10.860
H 11.926 12.147 -13.749
H 13.633 11.929 -13.463
H 12.969 13.188 -14.616
C 15.513 12.192 -7.667
C 16.337 11.083 -6.894
N 17.673 10.906 -7.371
C 18.669 10.136 -6.839
C 19.734 10.125 -7.676
N 19.493 10.935 -8.753
C 18.220 11.423 -8.516
C 20.474 11.321 -9.730
H 15.253 11.796 -8.648
H 16.051 13.132 -7.787
H 14.527 12.366 -7.236
H 15.904 10.095 -7.050
H 16.490 11.429 -5.872
H 18.585 9.774 -5.825
H 20.705 9.683 -7.511
H 17.649 11.900 -9.299
H 20.096 11.040 -10.712
H 21.396 10.765 -9.559
H 20.657 12.385 -9.577
B 16.186 12.427 -11.880
F 15.975 11.621 -12.984
F 15.352 12.076 -10.876
F 17.490 12.316 -11.524
F 15.922 13.777 -12.227
B 16.770 10.080 -3.417
F 16.505 9.645 -2.125
F 17.642 9.155 -3.901
F 15.563 10.025 -4.067
F 17.416 11.302 -3.564
B 24.103 8.666 -8.085
F 24.794 9.518 -7.269
F 24.831 8.339 -9.168
F 23.813 7.576 -7.408
F 22.892 9.288 -8.348
C 20.092 6.979 -10.596
F 19.957 5.667 -10.428
F 19.267 7.430 -11.524
F 19.798 7.654 -9.483
S 21.842 7.439 -11.225
O 22.013 6.854 -12.593
O 21.910 8.869 -11.332
O 22.675 6.759 -10.294
C 21.083 6.424 -5.928
F 20.135 6.065 -5.024
F 20.398 7.053 -6.877
F 22.018 7.202 -5.335
S 21.811 4.754 -6.555
O 22.368 4.114 -5.373
O 20.643 4.051 -7.107
O 22.772 5.071 -7.656
*
```


Q: Look up the energy of the first one.
A: -7295.04515 Eh


Q: Among the records above, which one has the highest maximum force?
A: C38H65N3O16